No. 1
Density functional theory data (ωB97M-V/def2-TZVPD) for a 2-piece molecular cluster, C4H13N2 overall at a distorted geometry.

Last column: natural (NBO) charge in e.
Element x y z (Å)
C -0.744 1.341 -0.223  -0.627
C 0.325 0.518 -0.944  -0.069
C -0.187 -0.892 -1.263  -0.606
N 0.701 1.161 -2.211  -0.808
H -1.116 0.827 0.678  0.158
H -0.393 2.327 0.068  0.231
H -1.626 1.442 -0.859  0.232
H 1.249 0.451 -0.352  0.163
H 0.566 -1.518 -1.731  0.244
H -0.557 -1.380 -0.362  0.151
H -1.040 -0.809 -1.939  0.229
H 1.161 2.041 -2.000  0.363
H -0.139 1.396 -2.727  0.359
C -0.500 -1.473 2.496  0.162
N 0.502 -0.767 2.146  -0.577
H -1.329 -1.562 1.807  0.244
H -0.458 -1.895 3.494  0.240
H 1.302 -0.606 2.742  0.451
H 0.453 -0.325 1.217  0.462

- net charge = +1
- frontier orbital gap (eV) = 6.93
- F_max (eV Å⁻¹) = 1.238
- LUMO (eV) = -5.7
- E_HOMO (eV) = -12.68

No. 2
Density functional theory data (ωB97M-V/def2-TZVPD) for an isolated ion of composition C4H13N2 and charge +1 at a distorted geometry.

Last column: natural (NBO) charge in e.
Element x y z (Å)
C -0.120 0.080 -1.238  -0.175
N -0.255 1.219 -0.079  -0.571
C -1.194 2.430 -0.127  -0.434
C -0.513 -1.144 -0.350  -0.232
N 0.273 -1.121 0.812  -0.665
C 1.539 -1.834 0.812  -0.441
H 0.965 0.029 -1.173  0.206
H -0.471 0.427 -2.130  0.237
H 0.747 1.698 -0.090  0.439
H -1.628 2.566 0.824  0.230
H -2.087 2.061 -0.655  0.230
H -0.721 3.399 -0.388  0.250
H -0.189 -2.003 -1.079  0.213
H -1.554 -1.079 -0.175  0.219
H -0.337 0.681 0.820  0.457
H -0.313 -1.429 1.536  0.390
H 1.617 -2.721 0.241  0.208
H 1.892 -2.114 1.837  0.238
H 2.348 -1.144 0.601  0.199

- net charge = +1
- frontier orbital gap (eV) = 10.61
- F_max (eV Å⁻¹) = 6.605
- LUMO (eV) = -3.2
- E_HOMO (eV) = -13.79

No. 3
Density functional theory data (ωB97M-V/def2-TZVPD) for an isolated ion of composition C4H13N2 and charge +1 at a distorted geometry.

Last column: natural (NBO) charge in e.
Element x y z (Å)
C -0.457 1.928 0.285  -0.653
C 0.059 0.883 -0.772  0.017
C 1.222 -0.014 -0.322  -0.488
C 0.839 -0.768 0.998  -0.239
N -0.113 -1.879 0.596  -0.898
N -1.168 -0.188 -1.157  -0.705
H -0.390 2.940 -0.069  0.257
H -1.351 1.697 0.727  0.224
H 0.349 1.912 1.090  0.240
H 0.121 1.371 -1.805  0.245
H 1.543 -0.764 -1.150  0.239
H 2.254 0.415 -0.051  0.282
H 0.123 -0.082 1.538  0.193
H 1.564 -1.278 1.650  0.236
H -0.788 -2.123 1.267  0.370
H -0.820 -0.956 -1.662  0.437
H 0.473 -2.662 0.580  0.374
H -1.461 -0.578 -0.219  0.450
H -1.999 0.146 -1.522  0.419

- net charge = +1
- frontier orbital gap (eV) = 10.97
- F_max (eV Å⁻¹) = 4.907
- LUMO (eV) = -3.1
- E_HOMO (eV) = -14.04

No. 4
Density functional theory data (ωB97M-V/def2-TZVPD) for a 2-piece molecular cluster, C4H13N2 overall at a distorted geometry.

Last column: natural (NBO) charge in e.
Element x y z (Å)
N 1.053 -0.512 0.922  -0.024
C 2.265 0.221 0.469  -0.373
C 1.972 1.023 -0.733  -0.652
N -1.308 0.019 -0.114  -0.102
C -1.364 -0.855 -1.151  -0.485
C -2.432 0.134 0.734  -0.458
H -0.385 0.053 0.493  0.387
H 1.055 -1.080 1.805  0.423
H 2.609 1.952 -0.746  0.303
H 3.066 -0.470 0.249  0.394
H 2.725 0.953 1.167  0.392
H 1.077 1.490 -0.547  0.227
H 1.787 0.386 -1.655  0.275
H -0.452 -1.424 -0.992  0.242
H -1.549 -0.528 -2.141  0.319
H -2.060 -1.603 -0.974  0.272
H -2.414 0.896 1.454  0.282
H -2.333 -0.727 1.577  0.309
H -3.312 0.071 0.182  0.270

- net charge = +2
- ⟨S²⟩ = 1.140
- frontier orbital gap (spin up / spin down) (eV) = 5.45 / 7.77
- F_max (eV Å⁻¹) = 4.446
- LUMO (spin up / spin down) (eV) = -14.5 / -13.9
- E_HOMO (spin up / spin down) (eV) = -19.99 / -21.63
- 2S+1 = 2

No. 5
Density functional theory data (ωB97M-V/def2-TZVPD) for a 2-piece molecular cluster, C4H13N2O overall at a distorted geometry.

Last column: natural (NBO) charge in e.
Element x y z (Å)
C 2.243 0.756 1.770  -0.704
C 0.759 0.560 1.843  0.678
O -0.037 1.235 1.254  -0.644
N 0.366 -0.610 2.421  -0.803
H 2.685 0.274 0.896  0.237
H 2.700 0.285 2.590  0.211
H -0.459 -0.984 2.479  0.386
H 1.210 -1.278 2.797  0.380
H 2.423 1.774 1.750  0.239
C -0.633 -0.377 -1.145  -0.312
C -0.915 -1.074 -2.517  -0.666
N -1.582 0.823 -1.015  -1.053
H -0.688 -1.042 -0.208  0.218
H 0.342 0.078 -1.117  0.207
H -0.882 -0.334 -3.364  0.216
H -1.845 -1.555 -2.619  0.224
H -2.548 0.485 -0.649  0.225
H -1.346 1.636 -0.441  0.437
H -1.718 1.150 -2.025  0.311
H -0.074 -1.800 -2.701  0.214

- ⟨S²⟩ = 0.751
- frontier orbital gap (spin up / spin down) (eV) = 3.62 / 10.88
- F_max (eV Å⁻¹) = 9.871
- LUMO (spin up / spin down) (eV) = 0.6 / 0.4
- E_HOMO (spin up / spin down) (eV) = -3.06 / -10.44
- 2S+1 = 2

No. 6
Density functional theory data (ωB97M-V/def2-TZVPD) for a 2-piece molecular cluster, C4H13N2O overall at a distorted geometry.

Last column: natural (NBO) charge in e.
Element x y z (Å)
C 1.780 -1.617 0.205  -0.609
C 0.352 -1.442 -0.339  -0.451
C -0.016 -0.013 -0.533  0.108
C -0.418 0.578 -1.667  0.003
N -0.849 1.911 -1.699  -0.867
N 0.263 0.985 0.534  -0.726
H 2.498 -1.537 -0.613  0.228
H 2.022 -0.895 0.988  0.178
H 1.978 -2.581 0.675  0.243
H -0.360 -1.907 0.344  0.231
H 0.259 -1.993 -1.281  0.252
H 0.007 0.229 -2.611  0.218
H -1.820 2.092 -1.481  0.407
H -0.630 2.394 -2.558  0.405
H 1.227 0.882 0.849  0.437
H -0.313 0.818 1.384  0.460
H -0.034 1.883 0.098  0.461
H -1.045 0.037 3.358  0.490
H -1.194 -1.319 2.841  0.504
O -1.060 -0.421 2.507  -0.971

- net charge = +1
- frontier orbital gap (eV) = 10.02
- F_max (eV Å⁻¹) = 2.101
- LUMO (eV) = -3.0
- E_HOMO (eV) = -13.03

No. 7
Density functional theory data (ωB97M-V/def2-TZVPD) for an isolated ion of composition C4H13N2O and charge +1 at a distorted geometry.

Last column: natural (NBO) charge in e.
Element x y z (Å)
C -0.824 1.087 1.585  -0.075
O -2.120 1.640 1.404  -0.714
C -0.231 0.682 0.201  -0.090
C 0.912 -0.274 0.460  -0.460
C 1.611 -0.799 -0.800  -0.231
N 0.652 -1.587 -1.652  -0.718
N -1.324 0.136 -0.644  -0.875
H -0.777 0.215 2.249  0.162
H -0.182 1.855 2.040  0.184
H -2.238 2.182 2.164  0.486
H -0.007 1.645 -0.267  0.218
H 0.834 -1.094 1.180  0.240
H 1.698 0.312 0.966  0.256
H 2.524 -1.355 -0.564  0.241
H 2.064 -0.012 -1.405  0.229
H -0.324 -1.312 -1.371  0.476
H 0.639 -2.611 -1.559  0.438
H 0.815 -1.343 -2.629  0.440
H -1.660 0.808 -1.312  0.397
H -2.062 -0.177 -0.044  0.396

- net charge = +1
- frontier orbital gap (eV) = 10.62
- F_max (eV Å⁻¹) = 2.492
- LUMO (eV) = -3.2
- E_HOMO (eV) = -13.81

No. 8
Density functional theory data (ωB97M-V/def2-TZVPD) for a 3-piece molecular cluster, C4H13N2O overall at a distorted geometry.

Last column: natural (NBO) charge in e.
Element x y z (Å)
C -1.492 1.071 -0.530  -0.160
C -0.903 -0.079 0.454  -0.462
C 0.086 -0.957 -0.163  -0.036
C 0.123 -2.259 0.246  -0.108
N 2.394 -0.374 1.126  -0.822
N -2.264 0.483 -1.584  -0.741
H -0.519 1.544 -0.742  0.275
H -2.117 1.709 0.101  0.216
H -0.453 0.600 1.201  0.307
H -1.675 -0.690 0.923  0.230
H 0.877 -2.919 -0.167  0.220
H -0.318 -2.622 1.168  0.222
H 2.033 0.485 0.646  0.410
H 3.328 -0.669 0.853  0.391
H 2.462 -0.224 2.131  0.386
H -2.064 0.897 -2.493  0.400
H -3.257 0.649 -1.450  0.385
H 0.703 -0.515 -0.930  0.254
H 1.834 2.273 -0.578  0.475
O 1.224 1.596 -0.210  -0.843

- net charge = +1
- frontier orbital gap (eV) = 4.66
- F_max (eV Å⁻¹) = 2.245
- LUMO (eV) = -8.9
- E_HOMO (eV) = -13.55

No. 9
Density functional theory data (ωB97M-V/def2-TZVPD) for C4H13N2O as an isolated structure at a distorted geometry.

Last column: natural (NBO) charge in e.
Element x y z (Å)
C -1.399 -0.765 -0.295  0.174
C 0.126 -0.470 0.081  -0.631
C 0.362 0.078 1.382  0.336
C 0.588 1.503 1.542  -0.364
N 1.766 2.046 0.869  -0.839
N -1.455 -1.358 -1.452  -0.684
H -2.132 0.037 -0.162  0.254
H -1.705 -1.839 0.506  0.024
H 0.642 -1.389 -0.179  0.296
H 0.398 0.321 -0.640  0.358
H -1.680 -1.976 1.305  0.159
H 0.653 1.819 2.578  0.238
H 1.956 3.025 0.763  0.419
H 2.428 1.474 0.377  0.394
H -0.443 -0.743 -2.278  0.459
H -2.044 -2.185 -1.466  0.421
H -0.141 2.053 0.912  0.268
H 0.833 -0.566 2.126  0.228
H 0.896 -0.818 -3.259  0.486
O 0.350 -0.246 -2.711  -0.995

- net charge = +1
- frontier orbital gap (eV) = 5.95
- F_max (eV Å⁻¹) = 4.910
- LUMO (eV) = -7.3
- E_HOMO (eV) = -13.26

No. 10
Density functional theory data (ωB97M-V/def2-TZVPD) for a 2-piece molecular cluster, C4H13N2O overall at a distorted geometry.

Last column: natural (NBO) charge in e.
Element x y z (Å)
C 1.831 0.692 1.458  -0.639
C -2.357 -0.539 -0.285  -0.858
C 0.604 0.048 0.806  -0.131
C 0.248 0.826 -0.478  0.770
N 0.720 0.413 -1.665  -0.721
N 1.047 -1.260 0.529  -0.839
O -0.471 1.915 -0.368  -0.588
H 1.958 0.315 2.457  0.247
H 2.029 1.772 1.537  0.248
H 2.740 0.363 0.886  0.239
H -1.902 0.081 0.488  0.193
H -2.566 0.173 -1.120  0.211
H -1.690 -1.384 -0.480  0.203
H -0.425 0.022 1.487  0.240
H 1.327 -0.358 -1.781  0.449
H 0.568 0.913 -2.541  0.428
H 0.436 -1.790 -0.091  0.371
H -3.259 -0.948 0.171  0.254
H 1.101 -1.780 1.367  0.395
H -0.869 2.233 -1.230  0.527

- net charge = +1
- frontier orbital gap (eV) = 9.85
- F_max (eV Å⁻¹) = 3.269
- LUMO (eV) = -4.2
- E_HOMO (eV) = -14.07

No. 11
Density functional theory data (ωB97M-V/def2-TZVPD) for a 2-piece molecular cluster, C4H13N2O2 overall at a distorted geometry.

Last column: natural (NBO) charge in e.
Element x y z (Å)
C 0.828 -0.795 -1.893  -0.215
N 0.598 -2.002 -1.077  -0.852
C 0.324 0.505 -1.158  -0.075
C -0.346 1.534 -2.052  -0.611
N -0.614 0.226 -0.089  -0.720
C -0.006 -0.017 1.324  0.171
O -0.694 0.527 2.297  -0.922
H 0.223 -0.868 -2.814  0.154
H 1.870 -0.725 -2.222  0.173
H 1.304 -1.955 -0.358  0.354
H -0.349 -2.022 -0.754  0.384
H 1.283 0.855 -0.721  0.149
H 0.330 2.094 -2.700  0.194
H -1.086 2.187 -1.620  0.211
H -0.991 0.902 -2.706  0.189
H -1.389 0.840 0.092  0.375
H -0.007 -1.150 1.440  0.047
H 1.106 0.126 1.270  0.056
H -1.308 0.128 5.111  0.440
H -0.591 -0.140 3.814  0.515
O -0.485 -0.251 4.816  -1.018

- net charge = -1
- frontier orbital gap (eV) = 6.95
- F_max (eV Å⁻¹) = 2.662
- LUMO (eV) = 3.7
- E_HOMO (eV) = -3.22

No. 12
Density functional theory data (ωB97M-V/def2-TZVPD) for a 2-piece molecular cluster, C4H13N2O2 overall at a distorted geometry.

Last column: natural (NBO) charge in e.
Element x y z (Å)
N 1.288 0.421 -0.766  -0.690
C 1.031 1.182 0.501  -0.227
C -0.263 0.682 1.216  -0.249
N -1.013 -0.296 0.470  -0.648
C -0.919 -1.660 0.962  -0.349
C 0.313 -2.488 0.766  0.451
O 1.436 -2.107 0.532  -0.567
H 0.353 0.175 -1.068  0.467
H 1.961 -0.337 -0.658  0.465
H 1.583 1.046 -1.520  0.438
H 1.897 1.168 1.153  0.237
H 0.891 2.177 0.093  0.215
H -0.820 1.612 1.351  0.226
H 0.026 0.384 2.226  0.212
H -1.976 -0.039 0.311  0.405
H -1.223 -1.840 2.009  0.226
H -1.681 -2.235 0.458  0.242
H 0.131 -3.570 0.882  0.141
H -1.409 2.454 -2.584  0.489
H -0.843 1.525 -3.636  0.491
O -0.763 1.747 -2.697  -0.976

- net charge = +1
- frontier orbital gap (eV) = 10.67
- F_max (eV Å⁻¹) = 1.424
- LUMO (eV) = -2.8
- E_HOMO (eV) = -13.51

Look up the F_max of the third one.
4.907 eV Å⁻¹

Which of these has the lowest F_max?
number 1

Which of these has the highest F_max?
number 5

Number 2 is which compound?
C4H13N2